P.
The following is a quantum chemistry calculation of a structure of composition C47H47N4O5TeV, from OMol25.

Atoms and positions in Å:
V 1.171 0.215 0.170
C -5.785 -0.853 0.888
C -4.285 -0.879 0.727
C -3.562 -2.064 0.785
C -2.173 -2.136 0.671
C -1.501 -3.485 0.755
O -0.382 -3.646 0.324
C -2.256 -4.639 1.360
C -3.036 -4.501 2.505
C -3.659 -5.610 3.060
C -3.520 -6.853 2.457
C -2.745 -6.992 1.313
C -2.103 -5.888 0.772
C -1.497 -0.957 0.456
O -0.139 -0.965 0.305
C -2.165 0.266 0.372
C -3.560 0.284 0.532
C -1.469 1.567 0.178
N -0.186 1.651 0.054
C 0.569 2.940 -0.106
C 0.192 3.866 -1.244
Te 0.585 3.236 -3.239
C -1.378 2.854 -3.828
C -2.211 3.906 -4.205
C -3.522 3.651 -4.591
C -4.007 2.349 -4.610
C -3.178 1.295 -4.245
C -1.867 1.547 -3.854
C -2.282 2.816 0.208
C -3.170 3.162 -0.802
C -3.871 4.358 -0.708
C -3.701 5.190 0.391
C -2.827 4.831 1.409
C -2.116 3.646 1.314
H -6.192 -1.862 0.931
H -6.263 -0.334 0.058
H -6.074 -0.340 1.806
H -4.105 -2.994 0.921
H -3.144 -3.533 2.983
H -4.252 -5.506 3.959
H -4.018 -7.717 2.880
H -2.635 -7.963 0.849
H -1.478 -5.989 -0.106
H -4.084 1.230 0.513
H 1.628 2.673 -0.216
H 0.500 3.475 0.841
H 0.756 4.788 -1.109
H -0.863 4.127 -1.223
H -1.835 4.922 -4.210
H -4.161 4.471 -4.894
H -5.024 2.155 -4.924
H -3.550 0.279 -4.273
H -1.219 0.729 -3.578
H -3.299 2.522 -1.669
H -4.553 4.639 -1.498
H -4.253 6.118 0.459
H -2.702 5.469 2.274
H -1.442 3.359 2.115
O 3.500 1.008 6.629
C 2.207 0.474 6.443
C 1.929 0.465 4.964
C 0.632 0.465 4.481
C 0.419 0.428 3.119
N 1.427 0.402 2.241
C 2.692 0.406 2.705
C 2.979 0.437 4.048
C 3.746 0.430 1.634
C 5.088 0.516 1.887
C 5.987 0.608 0.823
C 7.465 0.707 1.133
O 7.698 1.727 2.084
C 5.485 0.638 -0.464
C 4.119 0.544 -0.659
N 3.265 0.430 0.367
H 3.703 1.051 7.570
H 1.434 1.053 6.955
H 2.139 -0.558 6.806
H -0.219 0.498 5.149
H -0.580 0.417 2.703
H 3.995 0.457 4.409
H 5.464 0.534 2.901
H 8.044 0.832 0.217
H 7.786 -0.227 1.595
H 7.795 2.572 1.634
H 6.139 0.734 -1.321
H 3.668 0.578 -1.639
O 1.336 -0.059 -1.874
C 1.025 -0.890 -2.757
C 0.428 -2.221 -2.478
C 1.690 -3.111 -2.293
C 2.737 -3.073 -3.426
C 3.601 -1.793 -3.503
C 2.916 -0.585 -4.181
N 1.450 -0.698 -4.021
H -0.132 -2.558 -3.353
H -0.195 -2.257 -1.589
H 1.343 -4.131 -2.134
H 2.182 -2.813 -1.362
H 2.261 -3.269 -4.394
H 3.409 -3.916 -3.265
H 4.522 -2.005 -4.048
H 3.911 -1.544 -2.486
H 3.106 -0.588 -5.252
H 3.247 0.379 -3.802
H 1.056 -1.373 -4.661

The value obtained for the gap between HOMO and LUMO (alpha / beta) is 0.241 / 0.234 hartree. The HOMO energy (alpha / beta) is -12.23 / -12.23 eV. As for the LUMO energy (alpha / beta): -5.68 / -5.86 eV. As for the spin multiplicity: 3. As for the total charge: +2.

Mulliken population analysis, charges in e, atoms 1 to 4:
1. V -0.11
2. C -1.76
3. C -0.42
4. C -0.86



Q.
The following is a quantum chemistry calculation of a structure of composition C47H47N4O5TeV, from OMol25.

Atoms and positions in Å:
V 1.123 0.210 0.263
C -5.771 -0.844 0.962
C -4.268 -0.866 0.821
C -3.554 -2.058 0.885
C -2.163 -2.119 0.815
C -1.418 -3.433 0.932
O -0.258 -3.524 0.589
C -2.132 -4.647 1.437
C -2.951 -4.629 2.567
C -3.539 -5.801 3.019
C -3.328 -6.992 2.339
C -2.500 -7.020 1.224
C -1.890 -5.855 0.786
C -1.475 -0.916 0.578
O -0.154 -0.867 0.420
C -2.169 0.314 0.470
C -3.561 0.302 0.636
C -1.447 1.583 0.238
N -0.148 1.630 0.116
C 0.634 2.885 -0.067
C 0.318 3.834 -1.235
Te 0.788 3.246 -3.251
C -1.205 2.894 -3.857
C -2.040 3.972 -4.137
C -3.350 3.744 -4.542
C -3.825 2.445 -4.678
C -2.988 1.368 -4.409
C -1.679 1.592 -3.998
C -2.250 2.836 0.210
C -3.173 3.065 -0.809
C -3.905 4.242 -0.825
C -3.739 5.182 0.185
C -2.841 4.941 1.217
C -2.094 3.774 1.227
H -6.180 -1.853 1.000
H -6.238 -0.320 0.127
H -6.067 -0.328 1.877
H -4.108 -2.981 0.988
H -3.092 -3.711 3.124
H -4.159 -5.785 3.908
H -3.801 -7.903 2.686
H -2.320 -7.951 0.703
H -1.228 -5.866 -0.071
H -4.105 1.237 0.619
H 1.687 2.577 -0.152
H 0.563 3.461 0.853
H 0.892 4.744 -1.069
H -0.734 4.094 -1.253
H -1.668 4.986 -4.054
H -3.996 4.585 -4.768
H -4.842 2.271 -5.008
H -3.353 0.354 -4.527
H -1.026 0.752 -3.790
H -3.300 2.335 -1.601
H -4.608 4.420 -1.629
H -4.318 6.098 0.174
H -2.726 5.662 2.018
H -1.405 3.586 2.045
O 3.444 1.047 6.649
C 2.151 0.509 6.473
C 1.859 0.488 5.002
C 0.559 0.517 4.518
C 0.346 0.468 3.158
N 1.346 0.404 2.269
C 2.614 0.387 2.734
C 2.899 0.426 4.081
C 3.650 0.384 1.671
C 5.003 0.447 1.901
C 5.886 0.507 0.824
C 7.372 0.578 1.093
O 7.668 1.637 1.983
C 5.360 0.534 -0.461
C 3.993 0.469 -0.627
N 3.146 0.386 0.413
H 3.645 1.105 7.588
H 1.383 1.086 6.992
H 2.095 -0.522 6.839
H -0.287 0.582 5.191
H -0.659 0.480 2.758
H 3.919 0.422 4.439
H 5.397 0.465 2.909
H 7.926 0.646 0.156
H 7.678 -0.339 1.596
H 7.773 2.460 1.495
H 6.008 0.603 -1.326
H 3.536 0.497 -1.608
O 1.203 -0.044 -1.847
C 0.869 -0.881 -2.705
C 0.350 -2.246 -2.410
C 1.670 -3.056 -2.251
C 2.647 -3.001 -3.442
C 3.445 -1.685 -3.605
C 2.661 -0.528 -4.264
N 1.214 -0.675 -3.996
H -0.228 -2.635 -3.248
H -0.224 -2.310 -1.494
H 1.391 -4.091 -2.054
H 2.176 -2.699 -1.350
H 2.119 -3.243 -4.371
H 3.371 -3.803 -3.294
H 4.328 -1.883 -4.214
H 3.805 -1.384 -2.617
H 2.779 -0.548 -5.344
H 3.000 0.446 -3.916
H 0.799 -1.357 -4.612

The value obtained for the gap between HOMO and LUMO (alpha / beta) is 0.236 / 0.229 hartree. The HOMO energy (alpha / beta) is -12.20 / -12.20 eV. As for the LUMO energy (alpha / beta): -5.77 / -5.98 eV. As for the spin multiplicity: 3. As for the total charge: +2.

Mulliken population analysis, charges in e, atoms 1 to 4:
1. V -0.27
2. C -1.72
3. C -0.30
4. C -0.77



How far above the most stable structure does each one sit? In kJ/mol: P 0.0; Q 40.2.



P.
The following is a quantum chemistry calculation of a cluster of 3 separate species, C4H15NO3 in total, from OMol25.

Atoms and positions in Å:
C -0.602 -0.312 2.536
N 0.269 -0.197 1.376
C -0.625 0.398 0.056
C 0.286 0.338 -1.193
C -0.392 1.291 -2.172
O 0.353 -0.958 -1.733
H 0.039 -0.519 3.394
H -1.433 -0.996 2.309
H -0.995 0.698 2.669
H 0.587 -1.074 0.969
H -1.253 -0.534 0.037
H -1.467 1.061 -0.152
H 1.249 0.768 -0.917
H -0.662 2.251 -1.725
H 0.121 1.456 -3.117
H -1.300 0.789 -2.594
H 0.786 -1.015 -2.589
O 1.107 -3.293 -0.170
H 0.433 -3.735 0.351
H 0.794 -2.417 -0.434
O 0.800 2.302 0.810
H 1.587 2.397 1.350
H 0.318 1.301 0.938

The value obtained for the gap between HOMO and LUMO is 0.379 hartree. The HOMO energy is -9.63 eV. As for the LUMO energy: 0.68 eV.

natural (NBO) population analysis, charges in e, atoms 1 to 4:
1. C -0.43
2. N -0.60
3. C -0.39
4. C 0.06



Q.
The following is a quantum chemistry calculation of a cluster of 3 separate species, C4H15NO3 in total, from OMol25.

Atoms and positions in Å:
C -2.240 -0.755 -0.270
C -1.405 -0.648 1.028
O -2.067 0.100 2.028
C 0.059 -0.176 0.685
C 0.394 1.209 1.240
N 0.926 -1.249 1.210
H -3.243 -0.387 -0.040
H -2.356 -1.769 -0.640
H -1.780 -0.103 -1.007
H -1.280 -1.601 1.532
H -2.607 0.826 1.725
H 0.190 -0.068 -0.389
H 0.284 1.972 0.461
H 1.351 1.406 1.723
H -0.332 1.531 1.998
H 0.943 -1.185 2.226
H 1.886 -1.276 0.888
O 3.745 0.501 -0.990
H 3.631 -0.249 -1.569
H 2.971 1.059 -1.104
O 0.106 0.637 -3.468
H 1.052 0.467 -3.594
H -0.230 -0.241 -3.674

The value obtained for the gap between HOMO and LUMO is 0.340 hartree. The HOMO energy is -9.00 eV. As for the LUMO energy: 0.26 eV.

natural (NBO) population analysis, charges in e, atoms 1 to 4:
1. C -0.64
2. C 0.10
3. O -0.73
4. C -0.08



How far above the most stable structure does each one sit? In kJ/mol: P 239.1; Q 0.0.



P.
The following is a quantum chemistry calculation of a structure of composition C30H59BaN11O6P2S6, from OMol25.

Atoms and positions in Å:
Ba 0.097 -0.446 -0.798
C -0.205 -4.893 -0.276
P -0.465 -3.431 0.803
C 0.157 -4.108 2.396
C -2.285 -3.570 1.058
C -2.841 -2.445 1.937
P -2.720 -0.797 1.115
C -4.136 -0.876 -0.046
C -3.413 0.272 2.433
H -0.675 -4.694 -1.240
H -0.635 -5.802 0.153
H 0.864 -5.051 -0.429
H -0.325 -5.054 2.657
H -0.001 -3.386 3.198
H 1.233 -4.272 2.311
H -2.519 -4.550 1.487
H -2.731 -3.530 0.060
H -2.280 -2.375 2.875
H -3.885 -2.641 2.204
H -5.054 -1.214 0.442
H -3.883 -1.541 -0.874
H -4.297 0.124 -0.454
H -4.335 -0.145 2.845
H -3.625 1.262 2.024
H -2.679 0.384 3.234
S -0.561 0.867 -3.847
S 1.200 1.956 -4.025
S 2.444 1.277 -2.543
S 1.924 2.264 -0.803
N 1.087 -2.379 -2.712
C 0.086 -2.511 -3.761
C 0.333 -3.678 -4.723
C -0.513 -3.704 -5.998
C -0.508 -2.416 -6.834
N -1.227 -1.267 -6.287
C -2.533 -1.219 -6.134
N -3.327 -2.191 -6.634
N -3.099 -0.124 -5.605
C -1.347 -2.499 -3.158
O -2.293 -2.705 -3.941
O -1.446 -2.251 -1.924
H 1.998 -2.133 -3.080
H 1.186 -3.223 -2.158
H 0.153 -1.577 -4.317
H 0.198 -4.626 -4.193
H 1.389 -3.633 -5.014
H -1.528 -3.986 -5.723
H -0.124 -4.488 -6.654
H -0.919 -2.624 -7.825
H 0.519 -2.081 -6.985
H -0.721 -0.570 -5.727
H -2.944 -3.121 -6.594
H -4.292 -2.149 -6.347
H -2.457 0.535 -5.159
H -3.964 -0.268 -5.110
C -5.830 7.182 1.800
C -5.821 5.789 1.195
S -4.227 4.999 1.224
O -4.406 3.651 0.747
O -3.622 5.232 2.512
C -3.267 5.893 0.006
C -1.769 5.672 0.216
N -1.415 4.266 0.345
C -1.593 3.321 -0.614
N -1.382 2.104 -0.149
C -1.069 2.248 1.165
C -1.096 3.567 1.496
N -0.735 4.128 2.750
O -0.673 3.356 3.692
O -0.390 5.299 2.801
C -1.983 3.636 -2.009
H -6.853 7.553 1.850
H -5.252 7.889 1.204
H -5.416 7.162 2.807
H -6.160 5.762 0.158
H -6.440 5.092 1.763
H -3.489 6.955 0.120
H -3.612 5.555 -0.970
H -1.441 6.173 1.119
H -1.224 6.096 -0.627
H -0.812 1.415 1.801
H -1.605 4.608 -2.324
H -3.071 3.621 -2.110
H -1.570 2.866 -2.662
N 2.680 -1.676 -0.128
C 3.394 -1.486 0.764
N 4.202 -1.267 1.775
C 4.145 -2.116 2.967
C 4.136 -1.268 4.240
C 4.973 0.014 4.080
C 6.004 -0.133 2.966
C 5.308 -0.310 1.622
H 5.002 -2.797 2.959
H 3.240 -2.716 2.899
H 4.527 -1.882 5.055
H 3.105 -1.016 4.489
H 5.466 0.262 5.021
H 4.322 0.856 3.838
H 6.658 -0.986 3.167
H 6.646 0.746 2.906
H 6.009 -0.660 0.859
H 4.890 0.641 1.283
C 0.884 1.146 5.461
N 1.614 1.564 4.283
C 2.319 2.750 4.160
C 2.719 2.843 2.876
N 2.256 1.714 2.234
C 1.550 0.941 3.080
S 0.731 -0.497 2.703
H 1.434 1.455 6.348
H 0.784 0.064 5.443
H -0.108 1.598 5.464
H 2.451 3.419 4.991
H 3.279 3.600 2.357
H 2.308 1.556 1.214

The value obtained for the gap between HOMO and LUMO is 0.237 hartree. The HOMO energy is -6.31 eV. As for the LUMO energy: 0.16 eV.

Mulliken population analysis, charges in e, atoms 1 to 4:
1. Ba -0.94
2. C -1.45
3. P 1.91
4. C -1.45



Q.
The following is a quantum chemistry calculation of a structure of composition C30H59BaN11O6P2S6, from OMol25.

Atoms and positions in Å:
Ba -0.076 0.508 0.025
C 4.069 0.245 2.756
P 3.175 0.396 1.151
C 3.774 2.061 0.678
C 4.261 -0.657 0.083
C 4.071 -0.335 -1.410
P 2.296 -0.204 -1.921
C 2.018 -1.868 -2.655
C 2.455 0.791 -3.453
H 5.107 0.567 2.641
H 4.048 -0.784 3.116
H 3.591 0.894 3.494
H 4.867 2.086 0.622
H 3.431 2.775 1.428
H 3.336 2.381 -0.269
H 4.024 -1.705 0.287
H 5.302 -0.488 0.374
H 4.551 -1.090 -2.038
H 4.535 0.625 -1.642
H 2.744 -2.071 -3.448
H 1.008 -1.924 -3.062
H 2.099 -2.638 -1.884
H 3.238 0.389 -4.101
H 2.680 1.825 -3.188
H 1.504 0.779 -3.990
S -0.341 2.382 2.399
S -0.653 4.133 1.338
S 1.029 4.605 0.247
S 1.136 3.379 -1.402
N -0.527 -1.446 1.928
C -0.173 -2.835 1.565
C -0.671 -3.959 2.512
C -0.038 -4.082 3.905
C -0.576 -3.061 4.916
N 0.393 -2.587 5.887
C 1.238 -1.565 5.570
N 2.091 -1.185 6.576
N 1.215 -1.059 4.383
C 1.327 -3.012 1.362
O 2.154 -2.395 2.220
O 1.771 -3.720 0.496
H -0.098 -1.162 2.814
H -1.532 -1.381 2.063
H -0.620 -3.045 0.596
H -0.519 -4.897 1.975
H -1.755 -3.833 2.618
H 1.047 -3.990 3.845
H -0.230 -5.090 4.279
H -1.417 -3.478 5.472
H -0.947 -2.181 4.400
H 0.676 -3.208 6.625
H 1.836 -1.382 7.528
H 2.616 -0.340 6.433
H 1.697 -1.845 2.895
H 1.765 -0.211 4.300
C -7.016 3.776 -4.011
C -5.748 2.942 -3.858
S -5.917 1.577 -2.737
O -4.691 0.821 -2.771
O -7.177 0.913 -2.975
C -6.034 2.376 -1.147
C -6.287 1.370 -0.024
N -5.128 0.505 0.211
C -3.910 0.965 0.579
N -2.978 0.022 0.475
C -3.618 -1.100 0.050
C -4.937 -0.824 -0.127
N -5.961 -1.738 -0.495
O -5.600 -2.795 -1.000
O -7.123 -1.445 -0.282
C -3.645 2.358 1.006
H -6.925 4.434 -4.875
H -7.199 4.403 -3.138
H -7.880 3.131 -4.162
H -4.891 3.517 -3.498
H -5.463 2.446 -4.788
H -6.871 3.073 -1.211
H -5.101 2.919 -1.005
H -7.145 0.748 -0.248
H -6.498 1.918 0.891
H -3.107 -2.034 -0.140
H -4.544 2.872 1.340
H -3.179 2.932 0.200
H -2.906 2.337 1.811
N -1.562 1.364 -1.815
C -1.707 2.333 -2.437
N -1.934 3.423 -3.138
C -1.298 3.580 -4.467
C -0.437 4.831 -4.476
C -1.292 6.087 -4.243
C -2.497 5.786 -3.333
C -2.195 4.658 -2.359
H -2.088 3.643 -5.221
H -0.711 2.687 -4.672
H 0.105 4.893 -5.421
H 0.303 4.721 -3.679
H -1.654 6.488 -5.193
H -0.671 6.859 -3.787
H -3.365 5.502 -3.938
H -2.782 6.671 -2.764
H -3.047 4.473 -1.702
H -1.329 4.886 -1.730
C -0.973 -4.448 -4.772
N -2.281 -4.078 -4.260
C -3.480 -4.238 -4.948
C -4.459 -3.772 -4.156
N -3.845 -3.327 -2.999
C -2.507 -3.513 -3.044
S -1.379 -3.124 -1.850
H -0.984 -5.487 -5.097
H -0.252 -4.325 -3.969
H -0.695 -3.807 -5.608
H -3.518 -4.670 -5.933
H -5.521 -3.709 -4.307
H -4.317 -2.965 -2.182

The value obtained for the gap between HOMO and LUMO is 0.188 hartree. The HOMO energy is -5.77 eV. As for the LUMO energy: -0.65 eV.

Mulliken population analysis, charges in e, atoms 1 to 4:
1. Ba 0.11
2. C -1.49
3. P 1.35
4. C -1.33



How far above the most stable structure does each one sit? In kJ/mol: P 0.0; Q 189.7.